# C8H17N2O2

2 unconnected molecules or ions with the total composition C8H17N2O2 in a non-equilibrium geometry (ωB97M-V/def2-TZVPD, OMol25).

The LUMO energy is -2.63 eV. Its charge is +1. The calculation puts the energy relative to the best compared isomer or geometry (same formula, charge and spin) at 320.3 kJ/mol. The calculation puts the HOMO energy at -13.62 eV.

CARTESIAN COORDINATES (ANGSTROEM)
H -4.5577 -1.2582 -0.4687
C 3.6113 0.9110 0.0046
O 1.5870 -1.9935 -0.6765
H -0.1711 2.5678 -0.6612
H -0.2764 1.0626 1.9653
C -3.7408 -0.9893 0.1960
H -2.5580 -0.4247 -1.6586
C -2.5322 -1.0628 -0.6687
H 4.2160 0.6062 0.9125
H -1.4148 -0.8124 1.1535
H 0.9708 1.1176 -0.1453
H -1.6123 2.1703 1.4486
H -2.3407 -2.0440 -0.9381
H -0.3736 -1.2400 -0.2851
H -3.7532 -1.7742 0.9883
C -0.8078 1.5465 1.1503
O 1.3412 -0.7686 1.2011
N 2.5607 0.0227 -0.5282
H 3.6413 0.6991 -2.2422
H 3.4499 1.9839 0.2699
C 0.0429 1.6706 -0.0737
H -1.9705 0.9804 -0.6118
C 3.7734 0.1721 -1.2955
C -1.2489 -0.6334 0.1061
C 1.8623 -0.9976 -0.0543
N -1.1666 0.7583 0.0090
H 0.8119 -1.5996 1.4488
H 4.3799 -0.6801 -1.1379
H -3.7239 0.0095 0.5921